No. 1
One molecule with the formula C5H13NO at a distorted geometry, computed with the ωB97M-V functional and the def2-TZVPD basis.

Results
Energy relative to the best compared isomer or geometry (same formula, charge and spin)   54.4 kcal/mol
SMILES   CC(C)[C@H](N)CO
Total energy   -328.2322 a.u.

Element x y z (Å)
C (1.42, -1.41, 0.32)
C (0.52, -0.23, 0.86)
C (1.19, 1.05, 1.16)
C (-0.76, -0.08, -0.08)
N (-1.59, -1.33, -0.25)
C (-0.52, 0.80, -1.36)
O (-1.76, 1.03, -2.19)
H (0.99, -2.46, 0.62)
H (2.27, -1.49, 0.98)
H (1.62, -1.50, -0.76)
H (0.20, -0.79, 1.74)
H (0.54, 1.90, 1.67)
H (1.68, 1.36, 0.25)
H (2.00, 0.71, 1.90)
H (-1.46, 0.62, 0.56)
H (-2.21, -1.28, 0.57)
H (-2.22, -1.03, -1.03)
H (-0.09, 1.75, -1.01)
H (0.29, 0.43, -1.92)
H (-2.11, 1.95, -2.02)

No. 2
C5H13NO as an isolated structure at a distorted geometry, computed with the ωB97M-V functional and the def2-TZVPD basis.

Results
Energy relative to the best compared isomer or geometry (same formula, charge and spin)   95.1 kcal/mol
Total energy   -328.1673 a.u.

Element x y z (Å)
C (1.28, 0.55, -0.24)
C (-0.51, -0.30, -0.18)
C (-0.95, 1.02, 0.12)
C (2.05, -0.37, -1.17)
C (-0.46, -1.36, 0.88)
N (-2.66, 0.44, -0.07)
O (1.87, 0.48, 1.03)
H (1.47, 1.14, 1.60)
H (1.31, 1.57, -0.63)
H (-0.66, -0.64, -1.20)
H (-3.30, 1.00, -0.63)
H (-3.15, 0.03, 0.72)
H (-0.87, 1.35, 1.15)
H (-0.90, 1.78, -0.66)
H (3.09, -0.03, -1.26)
H (1.61, -0.37, -2.16)
H (2.07, -1.39, -0.78)
H (0.49, -1.91, 0.83)
H (-1.28, -2.06, 0.76)
H (-0.51, -0.95, 1.88)